{"formula": "C5H6NO", "method": "ωB97M-V/def2-TZVPD", "e_homo_ev": -14.468, "relative_energy_kj_mol": 767.48, "max_force_ev_per_a": 5.264, "multiplicity": 1, "lumo_ha": -0.206, "homo_lumo_gap_ev": 8.864, "total_charge": 1, "elements": ["C", "C", "C", "C", "C", "N", "O", "H", "H", "H", "H", "H", "H"], "coordinates": [[0.528, 1.311, -0.084], [1.599, 0.872, 0.337], [-0.905, 1.259, -0.011], [-0.386, -1.142, 0.333], [1.453, -0.694, -0.307], [-1.276, -0.131, -0.041], [2.466, -0.131, 0.416], [-1.106, 1.640, 1.070], [-1.380, 1.720, -0.830], [-0.571, -2.119, -0.077], [-0.375, -1.368, 1.466], [1.603, -0.870, -1.323], [-1.650, -0.346, -0.948]], "nbo_charge": [0.152, 0.307, -0.312, -0.154, 0.324, -0.560, -0.365, 0.268, 0.261, 0.244, 0.238, 0.204, 0.393]}